Entry 1:
Density functional theory data (ωB97M-V/def2-TZVPD) for a 6-piece molecular cluster, C20H32FO14S overall.

Structure (XYZ):
```
68
Properties=species:S:1:pos:R:3:mulliken_charge:R:1
F 0.1576 -0.3420 0.6503 -0.7788
C 3.4770 -2.2046 -1.9472 -1.3467
C 2.3052 -1.9926 -2.7507 0.5772
C 1.3367 -0.8560 -2.4571 0.8387
O 1.2246 -0.0149 -3.5267 -0.3352
C 2.0134 -0.4916 -4.5180 0.5045
O 2.0749 -0.0096 -5.6021 -0.5668
O 2.7495 -1.5658 -4.0616 -0.3935
H 4.0445 -1.1478 -1.8848 0.2712
H 3.9819 -3.0533 -2.3141 0.4600
H 3.3918 -2.6125 -0.9191 0.2225
H 1.8028 -2.8643 -3.0170 0.3578
H 1.6172 -0.4244 -1.4874 -0.0190
H 0.3479 -1.3080 -2.1437 -0.6787
C 0.9534 -4.9268 0.5743 -1.3483
C 0.8138 -3.6766 1.4816 0.6691
C -0.4985 -3.2495 2.2619 0.4093
O -0.3528 -3.8290 3.5016 -0.3414
C 0.8564 -4.1666 3.6381 0.6274
O 1.1857 -4.5805 4.6949 -0.6228
O 1.6978 -3.9952 2.6603 -0.3798
H 0.5655 -5.5173 1.2801 0.5874
H 2.0415 -4.9817 0.0362 0.1439
H 0.2176 -5.1656 -0.1211 0.3553
H 1.1814 -2.7123 1.0826 0.1003
H -1.4505 -3.5254 1.7236 0.1797
H -0.7659 -2.2108 2.1586 -0.4580
C -0.8111 2.5734 2.1665 -1.4649
C -1.2202 1.4772 3.1857 0.8304
C -0.1360 0.4990 3.8167 0.2137
O -0.4932 0.5290 5.1719 -0.3030
C -1.3920 1.3784 5.4662 0.5082
O -1.9769 1.6002 6.6017 -0.6339
O -1.9310 2.0355 4.2835 -0.4632
H -1.4940 3.0013 1.3053 0.1797
H -0.1688 2.1363 1.6954 0.3425
H -0.3344 3.4029 2.6031 0.4426
H -1.9256 0.8108 2.8633 0.2043
H 0.8118 0.7393 3.5497 0.4562
H -0.3066 -0.2739 3.2921 -0.3496
C -2.2237 -1.8421 -1.6887 -0.8613
C -2.9794 -0.9856 -0.6446 0.9004
C -2.5569 0.4674 -0.6904 0.3038
O -3.4997 1.0600 -1.5237 -0.3750
C -4.5968 0.2298 -1.6134 0.4760
O -5.6543 0.6818 -2.0799 -0.6173
O -4.3314 -0.9443 -1.0652 -0.4006
H -2.7160 -2.5060 -2.5023 0.4128
H -1.5511 -2.7391 -1.2281 -0.1197
H -1.5752 -1.1443 -2.2808 0.2721
H -3.0744 -1.5359 0.2721 0.3698
H -1.4554 0.3525 -1.0302 -0.1288
H -2.3729 0.8764 0.2628 -0.2126
C 0.9881 2.6012 -1.3197 0.4178
C -0.2870 3.3863 -1.6793 -0.0834
C 0.0048 4.8246 -1.8024 -1.0974
S 1.4049 5.2604 -0.9057 1.2738
O 1.0132 5.7196 0.4075 -0.6846
O 2.3794 5.9616 -1.5738 -0.6984
C 1.9740 3.6677 -0.6379 -0.9686
H 1.4367 2.2870 -2.2886 0.2190
H 0.8719 1.6396 -0.7575 -0.3030
H -0.7448 3.4579 -0.8546 -0.2587
H -1.0294 2.9997 -2.5377 0.3116
H -0.4275 5.6171 -1.5880 0.7555
H 0.3478 5.1102 -2.9233 0.3454
H 2.0826 3.3336 0.3983 0.3971
H 2.9801 3.6781 -1.1194 0.3560
```

Results
- orbital gap (eV) = 9.20
- multiplicity = 1
- net charge = -1
- E_LUMO (eV) = 2.03

***

Entry 2:
Density functional theory data (ωB97M-V/def2-TZVPD) for one molecule with the formula C2H5ClN2O2.

Structure (XYZ):
```
12
Properties=species:S:1:pos:R:3:mulliken_charge:R:1
C 0.6334 0.8873 -1.0927 -1.0481
C 0.7443 0.2528 0.2936 -0.2554
N 0.0522 -0.9992 0.2846 -0.1568
N -1.6800 -0.7436 0.5450 0.9683
O -1.9822 0.3853 0.4317 -0.5853
O -2.2464 -1.7468 0.7475 -0.6331
Cl 0.4919 -2.1208 1.5061 0.0195
H -0.2829 1.4625 -1.1872 0.3124
H 1.4794 1.5456 -1.2690 0.3250
H 0.6354 0.1060 -1.8469 0.3171
H 1.7912 0.0343 0.5215 0.4403
H 0.3636 0.9366 1.0660 0.2961
```

Results
- orbital gap (alpha / beta) (eV) = 6.13 / 7.52
- ⟨S²⟩ = 2.01
- multiplicity = 3
- net charge = 0
- E_LUMO (alpha / beta) (eV) = 0.22 / -3.25

***

Calculated energy above the lowest of the compared OMol25 structures with the same formula, charge and spin in order - 87.80; 35.13 kcal/mol